No. 1
Computed, not measured: 2 unconnected molecules or ions with the total composition C3H11N2O2, with wB97M-V/def2-TZVPD.

Geometry (Å):
1 C -0.13750 0.70905 0.83374
2 C 0.79705 0.36953 -0.31584
3 C 1.73985 -0.75514 0.14956
4 N 2.89768 -0.86440 -0.53743
5 O 1.43175 -1.49078 1.06455
6 N -1.41335 1.32174 0.31606
7 H 0.35836 1.33597 1.56156
8 H -0.43760 -0.22434 1.28066
9 H 0.27983 -0.00602 -1.20389
10 H 1.43258 1.21924 -0.58513
11 H 3.12662 -0.25961 -1.30286
12 H 3.41962 -1.71965 -0.43435
13 H -1.88436 1.98478 0.93374
14 H -2.06074 0.54512 0.06885
15 H -1.21531 1.85168 -0.53041
16 H -2.15212 -1.75059 -0.13248
17 H -3.48301 -1.28154 -0.81987
18 O -2.69935 -0.98505 -0.34646

Atoms 1-2, force components in eV/Å:
-0.11 -0.42 -0.51
0.73 0.05 0.28

**Kohn-Sham gap**: 10.406 eV
**Largest force on an atom**: 0.781 eV/A
**Energy relative to the best compared isomer or geometry (same formula, charge and spin)**: 0.632 eV
**Charge**: +1

---

No. 2
Computed, not measured: 2 unconnected molecules or ions with the total composition C3H11N2O2S, with wB97M-V/def2-TZVPD.

Geometry (Å):
1 N 0.95356 -1.89174 -2.71212
2 C 0.94790 -1.27147 -1.52625
3 O 1.53645 -0.04861 -1.45798
4 O 0.48768 -1.73855 -0.49897
5 H 1.02718 -1.36761 -3.57081
6 H 0.43578 -2.75838 -2.77045
7 H 2.07287 0.13968 -2.24176
8 C -0.44426 0.70584 1.93544
9 C -1.32804 1.10341 0.74539
10 S -2.75789 2.02610 1.30771
11 N 0.77868 0.00004 1.44755
12 H -0.96332 0.01368 2.59622
13 H -0.12418 1.56615 2.51852
14 H -1.70752 0.23450 0.20866
15 H -0.79834 1.73059 0.01927
16 H -3.38168 2.10724 0.10308
17 H 1.33193 -0.35860 2.22811
18 H 1.38254 0.60728 0.88472
19 H 0.55068 -0.79957 0.78367

Atoms 1-2, force components in eV/Å:
-0.39 0.15 0.12
0.51 0.09 -0.65

**Kohn-Sham gap (alpha / beta)**: 10.248 / 5.160 eV
**Largest force on an atom**: 0.832 eV/A
**Energy relative to the best compared isomer or geometry (same formula, charge and spin)**: 0.000 eV
**Charge**: +2
**Spin multiplicity**: 2

---

No. 3
Computed, not measured: a gas-phase ion, C3H11N2S (charge +1), with wB97M-V/def2-TZVPD.

Geometry (Å):
1 C -1.36823 0.13907 -0.96579
2 C -0.81615 -0.31296 0.37204
3 N -1.46586 0.22477 1.52556
4 C 0.72544 -0.12048 0.33800
5 N 1.40940 -0.43623 -0.85463
6 S 1.32885 1.72394 0.62208
7 H -0.90946 1.01142 -1.23566
8 H -1.27325 -0.55349 -1.80507
9 H -2.39415 0.40897 -0.72672
10 H -0.77390 -1.41178 0.38232
11 H -1.81878 -0.49097 2.30426
12 H -1.81564 1.13219 1.59435
13 H 1.03444 -0.74076 1.16844
14 H 2.28580 0.05296 -1.03448
15 H 1.68022 -1.49986 -0.96400
16 H 0.71842 -0.16498 -1.66027
17 H 0.56331 1.92722 1.66173

Atoms 1-2, force components in eV/Å:
-1.64 -1.37 1.02
0.87 -0.73 -1.25

**Kohn-Sham gap**: 9.439 eV
**Largest force on an atom**: 5.327 eV/A
**Energy relative to the best compared isomer or geometry (same formula, charge and spin)**: 2.361 eV
**Charge**: +1

---

No. 4
Computed, not measured: 2 unconnected molecules or ions with the total composition C3H11N2S, with wB97M-V/def2-TZVPD.

Geometry (Å):
1 C -2.90737 1.05604 1.93272
2 C -1.41091 0.81471 1.64135
3 S -1.24248 -0.46184 0.26672
4 H -3.38057 0.16246 2.40025
5 H -3.58622 1.33285 1.12520
6 H -2.86456 1.90934 2.60416
7 H -0.81108 1.64890 1.31284
8 H -0.85329 0.47780 2.52267
9 H -2.14273 -1.23839 0.88877
10 N 1.37698 -1.27609 -1.81416
11 C 2.53478 -0.81069 -2.22515
12 N 3.36621 -0.18167 -1.41415
13 H 0.61743 -0.65897 -1.47764
14 H 1.00770 -2.03941 -2.37489
15 H 2.94758 -1.01661 -3.20332
16 H 4.30435 0.10566 -1.66606
17 H 3.04416 0.17591 -0.51928

Atoms 1-2, force components in eV/Å:
0.60 -0.03 0.55
-0.24 -1.07 -0.87

**Kohn-Sham gap**: 7.795 eV
**Largest force on an atom**: 2.352 eV/A
**Energy relative to the best compared isomer or geometry (same formula, charge and spin)**: 1.085 eV
**Charge**: +1

---

No. 5
Computed, not measured: 2 unconnected molecules or ions with the total composition C3H11N2S, with wB97M-V/def2-TZVPD.

Geometry (Å):
1 C 0.07198 -2.03734 0.43205
2 C -0.33851 2.27231 -0.31591
3 C -0.26265 -0.64245 -0.07747
4 N 0.35649 0.28978 0.72840
5 N 0.31523 -0.38950 -1.46970
6 S -0.14715 0.36333 2.33399
7 H -0.59144 -2.90536 -0.04495
8 H 1.10784 -2.16201 0.44196
9 H -0.17594 -1.95933 1.42676
10 H -1.10905 2.03149 -0.92949
11 H -0.58757 2.66470 0.62594
12 H 0.45568 2.89323 -0.58375
13 H -1.32871 -0.56135 -0.15218
14 H -0.08578 0.48121 -1.72443
15 H 0.01457 -1.22796 -1.89570
16 H 1.32476 -0.20149 -1.48450
17 H 0.98025 1.09075 2.68896

Atoms 1-2, force components in eV/Å:
-2.45 -1.26 -2.77
1.74 -0.48 2.80

**Kohn-Sham gap (alpha / beta)**: 7.866 / 8.486 eV
**Largest force on an atom**: 3.906 eV/A
**Energy relative to the best compared isomer or geometry (same formula, charge and spin)**: 5.253 eV
**Charge**: +1

---

No. 6
Computed, not measured: a single C3H11N3 molecule, with wB97M-V/def2-TZVPD.

Geometry (Å):
1 N 1.26859 0.23577 -1.97811
2 C 0.95822 -1.08717 -1.45271
3 C -0.18286 -1.11790 -0.44802
4 N 0.09248 -0.15417 0.62812
5 C -1.11307 0.49487 1.06471
6 N -1.10145 1.53538 2.09478
7 H 2.13340 0.26134 -2.47842
8 H 1.12989 1.01585 -1.36633
9 H 1.83133 -1.51681 -0.95284
10 H 0.64194 -1.64895 -2.34647
11 H -1.14837 -0.87555 -0.87010
12 H -0.13921 -2.19219 -0.18585
13 H 0.73306 -0.38943 1.35928
14 H -1.91661 -0.19820 1.33007
15 H -1.58328 1.05299 0.24047
16 H -0.41281 2.26329 1.95686
17 H -0.98766 1.12809 3.01257

Atoms 1-2, force components in eV/Å:
-0.78 -0.15 -0.40
-0.17 0.98 -0.92

**Kohn-Sham gap**: 9.635 eV
**Largest force on an atom**: 2.287 eV/A
**Energy relative to the best compared isomer or geometry (same formula, charge and spin)**: 1.226 eV

---

The highest largest force on an atom belongs to which entry? number 3